No. 1
14
Properties=species:S:1:pos:R:3:mulliken_charge:R:1 method="wB97M-V/def2-TZVPD" max_force_ev_per_a=2.03 smiles="C[N+](=O)[O-].C[N+](=O)[O-]" e_tot_ev=-13335.62336 homo_ev=-10.92 homo_lumo_gap_ha=0.3952 de_lowest_ev=7.188
C -0.927 1.356 1.424 -0.713
N -1.674 1.827 2.597 0.895
O -2.108 1.069 3.434 -0.536
O -1.764 3.042 2.607 -0.522
H -0.213 0.562 1.643 0.269
H -0.406 2.191 0.954 0.318
H -1.689 0.915 0.781 0.286
C 1.745 -1.941 -2.142 -0.659
N 0.696 -1.042 -1.670 0.843
O -0.438 -1.196 -2.132 -0.523
O 0.968 -0.237 -0.818 -0.507
H 1.596 -2.817 -1.510 0.274
H 2.730 -1.494 -2.009 0.290
H 1.485 -2.235 -3.159 0.284

=====

No. 2
14
Properties=species:S:1:pos:R:3:mulliken_charge:R:1 method="wB97M-V/def2-TZVPD" max_force_ev_per_a=4.31 smiles="C[N+](=O)[O-].C[N+](=O)[O-]" e_tot_ev=-13334.52060 homo_ev=-10.46 homo_lumo_gap_ha=0.3528 de_lowest_ev=8.291
C 0.870 -2.257 1.446 -0.692
N 0.681 -0.826 1.237 0.804
O 0.987 -0.034 2.123 -0.486
O 0.301 -0.418 0.136 -0.477
H 0.813 -2.469 2.513 0.285
H 1.841 -2.535 1.037 0.289
H 0.140 -2.854 0.900 0.307
C -0.955 1.036 -1.334 -0.700
N -0.639 2.465 -1.315 0.912
O -1.266 3.190 -0.542 -0.545
O 0.203 2.783 -2.162 -0.534
H -0.419 0.587 -0.498 0.272
H -0.537 0.532 -2.206 0.266
H -2.020 0.801 -1.334 0.301

=====

No. 3
12
Properties=species:S:1:pos:R:3:mulliken_charge:R:1 method="wB97M-V/def2-TZVPD" max_force_ev_per_a=5.91 e_tot_ev=-18028.58184 homo_ev=-8.91 homo_lumo_gap_ha=0.3451 de_lowest_ev=6.223
C 0.127 0.124 0.025 0.610
C -0.428 0.443 1.481 -0.486
H 1.333 -0.873 -1.468 0.302
H 1.677 1.098 -2.142 0.263
H 1.595 1.764 0.222 0.248
H -0.611 1.667 1.599 0.212
H 0.459 0.026 2.104 0.272
H -2.142 -1.021 1.757 0.347
N 2.149 0.399 -1.413 -0.627
N 1.160 0.950 -0.317 -0.195
O -1.913 0.144 1.809 -0.521
S -0.523 -1.041 -0.842 -0.426

=====

No. 4
11
Properties=species:S:1:pos:R:3:mulliken_charge:R:1 method="wB97M-V/def2-TZVPD" max_force_ev_per_a=3.26 smiles="CNNC=S" e_tot_ev=-15984.83182 homo_ev=-8.49 homo_lumo_gap_ha=0.3380 de_lowest_ev=1.967
C -2.493 0.446 0.215 -0.761
C 0.613 0.260 -0.259 -0.078
H -2.093 1.597 0.317 0.219
H -3.432 0.488 -0.318 0.325
H -2.552 0.131 1.274 0.335
H -1.965 -1.349 -0.487 0.234
H -0.192 -1.150 0.882 0.204
H 0.154 1.043 -0.958 0.257
N -1.598 -0.432 -0.466 -0.418
N -0.425 -0.409 0.277 0.005
S 2.220 0.056 0.055 -0.324